{
  "formula": "C7H16NP",
  "method": "the ωB97M-V functional and the def2-TZVPD basis",
  "molar_mass_g_mol": 145.19,
  "de_lowest_ev": 1.2383,
  "smiles": "CC/N=C(/C)P(C)CC",
  "multiplicity": 1,
  "energy_ev": -18293.7311,
  "species": ["C", "C", "N", "C", "C", "P", "C", "C", "C", "H", "H", "H", "H", "H", "H", "H", "H", "H", "H", "H", "H", "H", "H", "H", "H"],
  "positions_angstrom": [[2.739, -1.276, 0.193], [2.580, -0.002, 0.939], [1.992, 1.045, 0.234], [0.539, 1.113, 0.052], [0.056, 2.065, -0.959], [-0.598, -0.073, 0.873], [-1.905, 1.335, 0.850], [-1.040, -0.862, -0.736], [-2.119, -1.960, -0.411], [1.827, -1.368, -0.484], [3.599, -1.271, -0.340], [2.499, -2.245, 0.716], [3.557, 0.139, 1.415], [1.975, -0.301, 1.781], [1.020, 2.509, -1.323], [-0.378, 3.019, -0.380], [-0.655, 1.675, -1.634], [-1.775, 2.221, 1.472], [-2.715, 0.718, 1.236], [-2.069, 1.698, -0.091], [-1.709, -0.185, -1.404], [-0.147, -1.167, -1.150], [-3.147, -1.576, -0.275], [-2.222, -2.756, -1.133], [-1.904, -2.495, 0.561]],
  "nbo_charge": [-0.592, -0.278, -0.424, 0.019, -0.714, 0.756, -0.888, -0.700, -0.626, 0.187, 0.205, 0.219, 0.197, 0.181, 0.262, 0.224, 0.229, 0.236, 0.218, 0.209, 0.221, 0.229, 0.210, 0.218, 0.204]
}

=====

{
  "formula": "C3H10N3",
  "method": "the ωB97M-V functional and the def2-TZVPD basis",
  "molar_mass_g_mol": 88.13,
  "de_lowest_ev": 7.5966,
  "total_charge": 1,
  "multiplicity": 1,
  "energy_ev": -7730.6678,
  "species": ["C", "C", "C", "N", "N", "N", "H", "H", "H", "H", "H", "H", "H", "H", "H", "H"],
  "positions_angstrom": [[0.352, -0.631, 0.533], [3.657, 1.488, -1.088], [-2.867, 0.399, -0.938], [-0.659, -0.089, -0.091], [0.212, -1.386, 1.560], [-2.012, -0.424, -0.202], [4.602, 1.883, -0.822], [3.126, 2.030, -1.887], [3.227, 0.594, -0.691], [-2.822, 0.339, -2.030], [-3.837, 0.225, -0.486], [-2.444, 1.457, -0.709], [-0.213, 0.672, -0.636], [0.956, -1.852, 1.992], [-0.745, -1.459, 2.003], [-2.095, -1.493, -0.432]],
  "nbo_charge": [0.513, -0.491, -0.431, -0.383, -0.728, -0.382, 0.181, 0.164, 0.151, 0.221, 0.255, 0.215, 0.447, 0.440, 0.426, 0.403]
}

=====

{
  "formula": "C7H10NOPS",
  "method": "the ωB97M-V functional and the def2-TZVPD basis",
  "molar_mass_g_mol": 187.20,
  "de_lowest_ev": 4.2427,
  "smiles": "C#C[C@@H]1C=C[P@](=O)(N(C)C)S1",
  "multiplicity": 1,
  "energy_ev": -31079.0131,
  "species": ["C", "C", "C", "C", "C", "P", "O", "N", "C", "C", "S", "H", "H", "H", "H", "H", "H", "H", "H", "H", "H"],
  "positions_angstrom": [[-2.159, 1.778, 2.265], [-0.988, 1.594, 2.191], [0.390, 1.270, 2.101], [0.799, 2.009, 0.831], [1.029, 1.304, -0.274], [1.288, -0.527, -0.009], [2.966, -1.104, -0.388], [0.209, -1.417, -0.886], [0.500, -2.259, -1.987], [-1.181, -0.832, -0.895], [0.563, -0.521, 1.983], [-3.211, 1.747, 2.411], [0.942, 1.662, 2.897], [0.388, 3.009, 0.787], [1.336, 1.660, -1.221], [0.144, -3.261, -1.769], [-0.046, -1.871, -2.837], [1.615, -2.325, -2.139], [-1.281, -0.258, -1.929], [-1.917, -1.627, -0.981], [-1.385, -0.032, -0.153]],
  "nbo_charge": [-0.194, -0.041, -0.460, -0.113, -0.531, 1.711, -0.992, -0.795, -0.410, -0.427, 0.007, 0.241, 0.260, 0.233, 0.247, 0.192, 0.184, 0.259, 0.178, 0.213, 0.237]
}

=====

{
  "formula": "C5H13N2",
  "method": "the ωB97M-V functional and the def2-TZVPD basis",
  "molar_mass_g_mol": 101.17,
  "de_lowest_ev": 9.0856,
  "total_charge": 1,
  "multiplicity": 1,
  "energy_ev": -8361.7247,
  "species": ["C", "C", "C", "C", "C", "N", "N", "H", "H", "H", "H", "H", "H", "H", "H", "H", "H", "H", "H", "H"],
  "positions_angstrom": [[-2.772, 0.269, -0.230], [-1.400, -0.307, 0.114], [-0.309, 0.544, -0.568], [1.138, 0.003, -0.529], [1.707, -0.381, 0.948], [0.917, -1.196, 1.659], [1.855, 0.629, -1.561], [-2.698, 1.342, -0.419], [-3.291, -0.198, -1.064], [-3.421, 0.208, 0.644], [-1.167, -1.303, -0.288], [1.330, -1.547, 2.536], [-0.577, 0.660, -1.614], [-0.284, 1.541, -0.108], [2.744, -0.755, 0.798], [-1.293, -0.440, 1.191], [1.705, 0.537, 1.604], [2.792, 0.219, -1.651], [1.878, 1.237, -0.615], [1.145, -1.063, -0.847]],
  "nbo_charge": [-0.623, -0.394, -0.411, -0.110, -0.380, -0.028, -0.666, 0.214, 0.234, 0.228, 0.206, 0.383, 0.253, 0.202, 0.287, 0.209, 0.423, 0.369, 0.384, 0.222]
}

=====

{
  "formula": "CH3N2O",
  "method": "the ωB97M-V functional and the def2-TZVPD basis",
  "molar_mass_g_mol": 59.05,
  "de_lowest_ev": 4.2788,
  "total_charge": 1,
  "smiles": "CO[N+]#N",
  "multiplicity": 1,
  "energy_ev": -6100.5036,
  "species": ["C", "O", "N", "N", "H", "H", "H"],
  "positions_angstrom": [[-0.090, -0.139, -0.109], [-0.560, -1.264, -0.776], [-0.289, -2.630, -0.473], [-0.174, -3.670, -0.279], [0.946, 0.209, -0.379], [-0.328, -0.446, 1.013], [-0.787, 0.568, -0.419]],
  "nbo_charge": [-0.264, -0.193, 0.360, 0.347, 0.249, 0.231, 0.270]
}

=====

{
  "formula": "C2H8P4",
  "method": "the ωB97M-V functional and the def2-TZVPD basis",
  "molar_mass_g_mol": 155.98,
  "de_lowest_ev": 1.7112,
  "multiplicity": 1,
  "energy_ev": -39356.5545,
  "species": ["C", "C", "P", "P", "P", "P", "H", "H", "H", "H", "H", "H", "H", "H"],
  "positions_angstrom": [[0.257, -0.987, -2.345], [-0.256, -0.041, -1.268], [0.086, 0.646, 3.547], [0.089, 2.315, 2.169], [-0.943, 0.458, 1.618], [0.636, -0.286, 0.337], [-0.223, -0.776, -3.299], [1.336, -0.887, -2.467], [0.043, -2.017, -2.066], [-1.333, -0.168, -1.129], [-0.080, 0.997, -1.568], [1.331, 0.158, 3.121], [-1.057, 2.892, 2.727], [0.113, -2.303, 0.622]],
  "nbo_charge": [-0.609, -0.742, 0.038, 0.012, -0.050, 0.354, 0.216, 0.209, 0.217, 0.223, 0.231, -0.013, -0.010, -0.076]
}

=====

> Which formula does entry 1 have?

C7H16NP

=====

> Which formula does entry 1 have?

C7H16NP

=====

> Number 6 is which compound?

C2H8P4